Below is 2 unconnected molecules or ions with the total composition C6H20BNO2P, with properties calculated with ωB97M-V with the def2-TZVPD basis set.

Each atom is followed by the atoms it is bonded to, with distances in Å.
CARTESIAN COORDINATES (ANGSTROEM)
1 B 3.44 4.00 0.74  P2 1.862, H5 1.188, H6 1.189
2 P 2.38 2.52 1.11  B1 1.862, C3 1.840, O4 1.699
3 C 0.70 3.05 0.58  P2 1.840, H7 1.091, H8 1.090, H9 1.091
4 O 2.66 1.36 -0.11  P2 1.699, H10 0.966
5 H 3.18 4.99 1.34  B1 1.188
6 H 4.45 3.90 0.10  B1 1.189
7 H 0.59 2.96 -0.50  C3 1.091
8 H -0.07 2.46 1.08  C3 1.090
9 H 0.56 4.10 0.86  C3 1.091
10 H 3.60 1.20 -0.20  O4 0.966
11 C -2.06 -0.24 -0.07  N12 1.500, H18 1.088, H19 1.082, H20 1.087
12 N -1.52 -1.64 0.01  C11 1.500, C13 1.496, C14 1.492, C15 1.515
13 C -2.67 -2.59 -0.02  N12 1.496, H21 1.087, H22 1.087, H23 1.087
14 C -0.78 -1.81 1.30  N12 1.492, H24 1.086, H25 1.088, H26 1.088
15 C -0.63 -1.97 -1.17  N12 1.515, C16 1.513, H27 1.090, H28 1.091
16 C 0.70 -1.26 -1.23  C15 1.513, O17 1.403, H29 1.096, H30 1.096
17 O 0.50 0.13 -1.34  C16 1.403, H31 0.973
18 H -2.86 -0.15 0.66  C11 1.088
19 H -1.26 0.46 0.12  C11 1.082
20 H -2.45 -0.07 -1.07  C11 1.087
21 H -3.32 -2.38 0.83  C13 1.087
22 H -2.30 -3.61 0.04  C13 1.087
23 H -3.22 -2.45 -0.95  C13 1.087
24 H 0.02 -1.08 1.34  C14 1.086
25 H -0.38 -2.82 1.35  C14 1.088
26 H -1.48 -1.64 2.12  C14 1.088
27 H -1.22 -1.77 -2.06  C15 1.090
28 H -0.44 -3.05 -1.11  C15 1.091
29 H 1.20 -1.67 -2.12  C16 1.096
30 H 1.33 -1.51 -0.37  C16 1.096
31 H 1.36 0.57 -1.24  O17 0.973

Results
- HOMO: -11.30 eV
- Net charge: +1
- Frontier orbital gap: 8.5853 eV